[1]
{
  "formula": "C27H53BO11P",
  "method": "ωB97M-V/def2-TZVPD",
  "symbols": ["C", "O", "C", "C", "C", "C", "C", "C", "C", "C", "C", "C", "P", "O", "C", "C", "C", "B", "O", "O", "C", "O", "H", "H", "H", "H", "H", "H", "H", "H", "H", "H", "H", "H", "H", "H", "H", "H", "H", "H", "H", "H", "H", "H", "H", "H", "H", "H", "H", "H", "H", "H", "H", "H", "H", "H", "H", "O", "C", "O", "C", "C", "C", "H", "H", "H", "H", "H", "H", "O", "C", "O", "C", "C", "C", "H", "H", "H", "H", "H", "H", "O", "C", "O", "C", "C", "C", "H", "H", "H", "H", "H", "H"],
  "xyz": [[3.750, -4.217, 3.348], [2.605, -4.217, 4.167], [1.594, -3.311, 3.756], [0.224, -3.985, 3.733], [0.255, -5.439, 3.273], [0.796, -5.609, 1.837], [-0.298, -6.011, 0.846], [0.059, -5.831, -0.641], [0.998, -4.669, -0.941], [1.228, -4.427, -2.428], [2.045, -3.141, -2.669], [1.309, -2.024, -3.422], [0.857, -0.406, -2.506], [0.142, -1.335, -1.140], [0.649, -0.788, 0.036], [0.268, -1.651, 1.247], [2.173, -0.753, -0.219], [3.061, 0.067, 0.780], [4.143, 0.818, 0.346], [2.820, 0.008, 2.156], [3.887, -0.576, 2.898], [2.383, -0.406, -1.554], [4.363, -3.321, 3.507], [4.339, -5.095, 3.613], [3.485, -4.287, 2.287], [1.830, -2.926, 2.758], [1.581, -2.452, 4.437], [-0.209, -3.932, 4.737], [-0.422, -3.395, 3.075], [0.826, -6.032, 3.988], [-0.774, -5.813, 3.310], [1.561, -6.389, 1.865], [1.246, -4.665, 1.527], [-0.513, -7.073, 1.016], [-1.229, -5.483, 1.078], [-0.874, -5.638, -1.184], [0.449, -6.761, -1.071], [1.967, -4.845, -0.458], [0.600, -3.753, -0.498], [1.780, -5.292, -2.817], [0.258, -4.372, -2.929], [2.940, -3.418, -3.239], [2.412, -2.780, -1.711], [0.345, -2.422, -3.757], [1.854, -1.738, -4.326], [1.458, 0.395, -3.552], [-0.401, -0.364, -3.194], [0.526, 0.845, -1.818], [0.245, 0.222, 0.191], [-0.544, -1.187, 1.817], [-0.108, -2.614, 0.902], [1.100, -1.779, 1.940], [2.451, -1.821, -0.019], [3.881, 1.631, -0.096], [4.467, -1.280, 2.293], [4.571, 0.191, 3.268], [3.453, -1.137, 3.726], [-1.277, 1.663, -5.431], [-1.763, 2.268, -4.523], [-1.547, 1.970, -3.221], [-2.345, 2.805, -2.379], [-2.674, 4.040, -3.209], [-2.725, 3.450, -4.613], [-3.241, 2.246, -2.092], [-1.770, 3.026, -1.483], [-3.588, 4.537, -2.890], [-1.862, 4.761, -3.144], [-3.713, 3.059, -4.866], [-2.404, 4.140, -5.389], [-2.684, 7.051, -3.936], [-3.144, 7.586, -2.973], [-2.833, 7.188, -1.715], [-3.601, 7.920, -0.747], [-4.017, 9.204, -1.459], [-4.139, 8.732, -2.906], [-4.459, 7.310, -0.458], [-2.977, 8.084, 0.128], [-4.926, 9.640, -1.049], [-3.220, 9.944, -1.379], [-5.130, 8.331, -3.129], [-3.887, 9.489, -3.643], [-2.337, 4.258, 3.745], [-1.719, 3.373, 3.220], [-2.020, 2.918, 1.988], [-1.182, 1.788, 1.647], [0.049, 1.919, 2.539], [-0.545, 2.589, 3.777], [-1.747, 0.876, 1.849], [-0.963, 1.833, 0.584], [0.551, 0.975, 2.735], [0.772, 2.587, 2.069], [-0.934, 1.862, 4.494], [0.140, 3.260, 4.289]],
  "forces_ev_per_angstrom": [[0.098, 0.005, 0.047], [-0.049, -0.172, 0.165], [0.181, -0.076, -0.232], [0.025, 0.030, 0.322], [-0.246, 0.036, -0.130], [-0.303, -0.113, 0.487], [0.188, -0.352, -0.113], [-0.277, 0.164, -0.124], [-0.003, -0.087, 0.082], [0.219, 0.044, 0.431], [0.191, -0.211, -0.470], [-0.261, -0.202, 0.402], [-0.110, 0.242, -0.819], [-0.191, 0.388, 0.031], [0.011, -0.605, 0.237], [-0.280, 0.471, -0.087], [-0.146, 0.290, 0.204], [-0.150, 0.450, -0.275], [-0.027, 0.195, 0.737], [0.285, -0.758, -0.148], [-0.021, 0.281, 0.053], [0.016, -0.136, 0.091], [-0.032, -0.087, -0.058], [0.005, 0.021, 0.025], [0.013, 0.052, 0.019], [0.193, -0.355, 0.376], [-0.028, 0.041, -0.055], [-0.054, -0.049, -0.028], [0.005, -0.028, 0.080], [0.057, 0.058, -0.047], [0.037, -0.069, 0.038], [0.196, 0.202, -0.276], [0.124, -0.160, -0.045], [-0.176, 0.078, 0.067], [0.136, 0.203, -0.010], [0.027, -0.089, -0.029], [0.153, 0.037, 0.124], [0.012, 0.021, -0.073], [-0.004, -0.025, -0.155], [-0.222, -0.033, -0.166], [0.067, -0.028, -0.104], [0.028, 0.056, 0.061], [-0.001, 0.069, -0.039], [0.021, 0.079, -0.065], [0.030, 0.093, 0.078], [0.226, -0.065, 0.218], [-0.035, -0.075, 0.099], [-0.161, -0.140, 0.177], [0.213, 0.036, -0.096], [-0.039, -0.036, -0.008], [0.159, -0.005, 0.061], [-0.281, 0.270, -0.447], [0.205, 0.039, -0.055], [0.064, -0.331, -0.521], [-0.017, 0.038, -0.026], [-0.002, -0.027, 0.081], [0.066, 0.135, 0.078], [0.052, -0.003, 0.011], [-0.247, 0.101, 0.007], [0.003, 0.073, -0.294], [-0.039, 0.027, 0.203], [0.062, -0.150, -0.057], [0.161, 0.110, 0.166], [-0.008, 0.010, 0.003], [0.031, -0.049, -0.013], [-0.020, -0.043, 0.004], [-0.022, 0.016, 0.026], [0.002, -0.003, -0.038], [-0.054, -0.061, -0.079], [0.000, 0.202, -0.097], [-0.079, -0.138, 0.026], [0.043, 0.015, -0.006], [-0.060, 0.057, 0.055], [0.019, -0.011, -0.073], [0.142, 0.098, 0.187], [-0.009, 0.009, -0.004], [0.037, -0.042, -0.021], [-0.026, -0.049, -0.002], [-0.001, 0.004, 0.020], [-0.001, 0.002, -0.040], [-0.062, -0.057, -0.083], [0.046, 0.026, -0.015], [-0.065, -0.057, 0.081], [-0.005, 0.009, -0.012], [0.092, -0.046, -0.018], [-0.120, 0.109, 0.057], [0.137, 0.048, -0.224], [0.000, -0.017, 0.008], [-0.050, 0.070, -0.016], [-0.049, -0.044, -0.059], [0.012, -0.023, -0.023], [-0.001, 0.020, 0.033], [-0.061, -0.020, 0.115]],
  "mulliken_charge": [-0.4878, -0.4616, 0.5210, -0.7566, -1.0209, 0.6621, -0.9078, -1.1650, 0.7777, -1.2536, 0.1191, -1.4418, 0.5987, -0.6406, 1.8623, -1.3179, 0.3548, 0.7251, -0.6333, -0.3976, -0.9959, -0.6007, 0.2207, 0.2914, 0.1265, -0.3257, 0.6014, 0.4054, 0.1707, 0.3330, 0.4939, 0.3748, -0.5262, 0.4127, 0.3611, 0.2849, 0.3688, 0.2501, -0.3402, 0.2928, 0.3308, 0.6650, -0.3719, 0.4875, 0.4465, -0.0586, -0.1749, -0.3035, -1.0386, 0.2264, 0.8112, -0.3991, -0.1322, 0.3161, 0.3172, 0.4074, 0.2638, -0.5850, 0.5062, -0.2526, -0.3188, -0.1637, -0.7042, 0.2285, 0.1307, 0.2531, 0.1753, 0.2763, 0.2999, -0.5550, 0.5612, -0.3046, -0.4148, -0.4675, -0.5054, 0.2654, 0.2918, 0.3180, 0.2631, 0.2529, 0.3140, -0.6273, 0.4346, -0.3737, 0.1328, 0.2398, -0.5616, 0.1770, -0.1451, -0.0974, 0.2061, 0.2998, 0.3215],
  "homo_energy_ev": -3.98,
  "e_above_lowest_ev": 0.0000,
  "charge": -1,
  "orbital_gap_ev": 6.00,
  "e_tot_ha": -2254.4928,
  "spin_multiplicity": 1
}

[2]
{
  "formula": "C24H39N2O4",
  "method": "ωB97M-V/def2-TZVPD",
  "symbols": ["C", "C", "C", "O", "C", "C", "C", "C", "C", "C", "O", "C", "C", "C", "O", "N", "C", "O", "H", "H", "H", "H", "H", "H", "H", "H", "H", "H", "H", "H", "H", "H", "H", "C", "C", "C", "C", "N", "C", "C", "C", "C", "C", "C", "C", "H", "H", "H", "H", "H", "H", "H", "H", "H", "H", "H", "H", "H", "H", "H", "H", "H", "H", "H", "H", "H", "H", "H", "H"],
  "xyz": [[-2.078, 2.882, 4.466], [-2.707, 3.250, 3.120], [-2.140, 2.500, 1.933], [-2.185, 1.077, 2.093], [-1.102, 0.473, 2.642], [0.201, 0.670, 2.179], [1.281, 0.007, 2.759], [1.136, -0.897, 3.809], [2.292, -1.611, 4.466], [3.613, -0.861, 4.404], [3.471, 0.411, 5.030], [-0.176, -1.105, 4.223], [-1.265, -0.441, 3.666], [-2.502, -0.871, 4.377], [-3.633, -0.508, 4.209], [-2.101, -1.847, 5.317], [-0.697, -2.017, 5.286], [-0.096, -2.811, 5.956], [-1.015, 2.656, 4.353], [-2.549, 1.985, 4.870], [-2.176, 3.691, 5.186], [-3.791, 3.140, 3.169], [-2.518, 4.311, 2.927], [-2.751, 2.712, 1.053], [-1.130, 2.851, 1.709], [0.386, 1.370, 1.375], [2.273, 0.215, 2.377], [2.036, -1.739, 5.517], [2.409, -2.606, 4.031], [3.947, -0.751, 3.368], [4.370, -1.429, 4.947], [3.727, 1.106, 4.422], [-2.560, -1.771, 6.215], [1.356, 2.601, -3.499], [1.011, 1.933, -4.827], [-0.246, 1.053, -4.797], [-0.504, 0.136, -3.600], [0.341, -1.111, -3.367], [-0.299, -2.328, -3.984], [0.036, -2.218, -5.464], [1.430, -1.555, -5.498], [1.680, -1.095, -4.060], [0.565, -1.314, -1.884], [-0.650, -1.644, -1.032], [-1.684, -0.549, -0.773], [1.469, 1.881, -2.683], [2.301, 3.137, -3.579], [0.591, 3.321, -3.207], [1.874, 1.381, -5.201], [0.836, 2.708, -5.574], [-0.346, 0.518, -5.740], [-1.106, 1.729, -4.766], [-1.528, -0.222, -3.669], [-0.432, 0.724, -2.689], [0.178, -3.194, -3.525], [-1.362, -2.342, -3.762], [-0.701, -1.597, -5.972], [0.016, -3.191, -5.948], [1.462, -0.731, -6.208], [2.205, -2.258, -5.796], [2.150, -0.127, -3.933], [2.292, -1.829, -3.540], [1.076, -0.419, -1.525], [1.263, -2.148, -1.815], [-0.230, -1.930, -0.064], [-1.140, -2.541, -1.416], [-1.211, 0.387, -0.472], [-2.334, -0.854, 0.045], [-2.332, -0.358, -1.628]],
  "forces_ev_per_angstrom": [[0.080, -0.296, -0.215], [0.143, 0.333, 0.300], [-0.338, 0.237, -0.273], [0.112, 0.044, 0.055], [0.023, 0.013, -0.147], [0.196, -0.065, 0.116], [-0.078, 0.126, -0.121], [-0.240, -0.232, 0.067], [-0.024, 0.324, 0.170], [-0.146, 0.090, -0.123], [-0.060, -0.063, -0.002], [0.065, 0.088, -0.249], [0.098, -0.261, 0.047], [-0.020, -0.148, -0.056], [-0.022, 0.124, 0.143], [0.320, 0.930, -0.110], [-0.285, -0.301, 0.062], [0.098, 0.179, 0.173], [0.039, 0.142, 0.048], [-0.016, 0.059, 0.068], [-0.078, -0.035, 0.032], [-0.002, -0.134, -0.048], [-0.048, -0.017, -0.100], [0.033, -0.068, -0.020], [0.096, -0.171, 0.134], [-0.014, 0.020, -0.010], [-0.032, 0.037, -0.015], [0.035, -0.203, -0.022], [0.016, -0.059, 0.077], [0.112, -0.012, 0.036], [0.039, -0.054, -0.078], [0.066, 0.032, 0.013], [-0.134, -0.657, -0.008], [0.015, -0.004, -0.069], [0.042, -0.028, 0.086], [0.069, 0.042, -0.127], [-0.034, 0.200, -0.081], [0.022, -0.171, 0.095], [-0.047, 0.046, -0.128], [0.033, 0.051, -0.055], [-0.063, 0.039, -0.045], [0.150, -0.052, -0.041], [-0.014, -0.027, 0.090], [-0.183, 0.085, 0.032], [-0.033, -0.079, -0.020], [0.021, -0.002, 0.001], [-0.023, 0.045, 0.000], [-0.030, -0.040, 0.047], [-0.006, -0.038, 0.003], [-0.008, -0.002, -0.012], [-0.009, -0.021, 0.004], [-0.042, -0.042, 0.043], [-0.001, -0.007, 0.047], [0.054, -0.030, 0.012], [0.001, -0.014, 0.000], [0.007, -0.010, 0.049], [-0.019, -0.015, 0.000], [0.019, -0.031, 0.049], [-0.012, 0.026, 0.033], [0.002, -0.018, 0.024], [-0.058, 0.055, -0.031], [-0.015, -0.003, 0.037], [-0.030, 0.030, -0.013], [0.035, 0.012, -0.011], [0.054, -0.040, -0.021], [0.030, -0.029, 0.026], [-0.019, 0.015, 0.003], [0.022, 0.036, 0.037], [0.036, 0.023, -0.008]],
  "mulliken_charge": [-0.9786, -0.4328, -0.6948, -0.4396, 0.7043, -0.2711, -1.0375, 0.5865, -0.5995, -0.7583, -0.5390, 0.0577, 0.1731, 0.1178, -0.5372, -0.1859, 0.2293, -0.5646, 0.2688, 0.1075, 0.4104, 0.3371, 0.3407, 0.2670, 0.3938, 0.6357, 0.3417, 0.4041, 0.3285, 0.3212, 0.3948, 0.3244, 0.2944, -1.1840, -0.4898, -0.8873, -0.4685, 0.6392, -0.7712, -0.7482, -0.6574, -0.7570, -0.9492, -0.4048, -0.9776, 0.1972, 0.3972, 0.3521, 0.2494, 0.4803, 0.1406, 0.5895, 0.1302, 0.3690, 0.4503, 0.4922, 0.2862, 0.4478, 0.1929, 0.4527, 0.4083, 0.6042, 0.5470, 0.3579, 0.4155, 0.2728, 0.0913, 0.3840, 0.3473],
  "homo_energy_ev": -11.06,
  "e_above_lowest_ev": 0.0000,
  "charge": 1,
  "orbital_gap_ev": 8.71,
  "e_tot_ha": -1348.1616,
  "spin_multiplicity": 1
}